Record 1
The following is a DFT calculation (the ωB97M-V functional and the def2-TZVPD basis) of 2 unconnected molecules or ions with the total composition C11H15N.

Spin multiplicity: 2
E_tot in Ha: -482.5633
Relative energy (zero: lowest compared OMol25 entry of this formula, charge and spin) in kJ/mol: 191.97
Orbital gap (alpha / beta) in hartree: 0.3319 / 0.2322
Net charge: +1
<S²>: 0.7774

Each line ends with the Mulliken spin population.
Positions of all 27 atoms, in Å:
N: 0.25584 1.59884 -1.15594  0.1463
C: 0.72722 0.23382 2.25694  0.1642
C: 1.61251 1.20198 -1.22224  0.3054
C: -1.39246 1.57597 0.89115  0.0213
C: -0.37686 0.67741 2.98415  -0.0607
C: -2.15027 -2.11220 -2.36993  0.0005
C: -0.27698 1.28175 0.15966  0.0449
C: -1.25837 -1.45745 -1.26404  0.0023
C: -1.41276 1.31328 2.28866  0.1607
C: 1.88724 0.51861 -0.02127  0.1836
C: 3.12032 -0.24008 0.34755  0.0060
C: 0.85656 0.64883 0.94088  -0.0115
H: 3.31907 -0.72993 -0.65154  0.0118
H: 1.54537 -0.24291 2.66699  0.0048
H: -0.56293 0.68674 4.04640  -0.0010
H: -0.42562 -2.10316 -0.88336  -0.0001
H: -2.20068 2.16818 0.43682  -0.0014
H: -0.77607 -0.56673 -1.60247  0.0029
H: -1.50146 -2.32260 -3.22324  -0.0001
H: -2.08173 -1.30204 -0.43626  0.0001
H: 2.24151 1.30345 -2.14026  -0.0029
H: 3.01560 -1.07890 1.13629  0.0011
H: -2.21825 1.71123 2.75901  0.0092
H: -2.58113 -3.03247 -1.93890  0.0002
H: -3.09641 -1.60464 -2.66465  0.0000
H: -0.31229 1.50455 -1.93345  -0.0063
H: 4.04303 0.36847 0.59302  0.0190

Record 2
The following is a DFT calculation (the ωB97M-V functional and the def2-TZVPD basis) of a molecular structure, C32H44BCl3MnN5SSi.

Spin multiplicity: 2
E_tot in Ha: -4763.9045
Relative energy (zero: lowest compared OMol25 entry of this formula, charge and spin) in kJ/mol: 147.72
Orbital gap (alpha / beta) in hartree: 0.2674 / 0.2745
Net charge: -1
<S²>: 0.9315

Each line ends with the Mulliken spin population.
Positions of all 88 atoms, in Å:
Mn: -1.31600 1.34829 -0.70216  0.9875
Cl: -5.19582 1.82355 -1.67244  0.0016
Cl: -4.90160 0.31181 1.16541  0.0016
Cl: -4.22672 3.43922 0.89827  -0.0058
S: -0.81390 1.40412 -3.01427  -0.0080
Si: -3.72916 1.51800 -0.16561  -0.0034
N: -1.51943 4.42952 -0.36434  0.0115
N: -0.61592 3.43174 -0.32053  -0.0026
N: -2.14881 -0.18771 -4.91289  0.0058
N: 0.86079 -0.47636 1.22020  0.0017
N: -0.08053 -1.98450 -0.17321  0.0058
C: -2.30288 -3.96868 -2.40858  -0.0039
C: 2.40827 2.76294 3.40876  -0.0014
C: 1.40368 0.63065 1.92553  -0.0108
C: 0.40418 -3.48562 -2.03641  0.0043
C: 1.79051 3.16439 -0.69033  -0.0100
C: 1.15659 -1.75736 1.68296  -0.0088
C: -1.82508 1.78355 2.87164  0.0037
C: -0.96501 5.60219 -0.69969  0.0019
C: 0.61379 1.23537 2.92270  -0.0069
C: -0.03191 -4.40166 -2.98400  0.0005
C: -1.62078 0.44304 -4.09701  0.0075
C: 2.45138 -2.67597 -3.23989  -0.0005
C: 1.12740 2.30165 3.64855  -0.0003
C: 4.39210 -0.78882 1.42419  -0.0001
C: -0.91718 0.26486 4.67731  -0.0010
C: 0.61415 -2.65128 0.84154  -0.0010
C: 0.54943 3.98481 -0.64393  0.0054
C: 2.65967 -4.49941 -1.50823  -0.0002
C: -4.00903 -1.66559 -1.52656  0.0073
C: 1.89910 -3.23698 -1.92562  -0.0033
C: -0.77968 0.72033 3.22354  -0.0016
C: 3.18599 2.14981 2.44368  0.0011
C: -1.91351 -3.03843 -1.45118  -0.0410
C: -1.37785 -4.65180 -3.17302  0.0009
C: 2.71902 1.07322 1.69043  0.0045
C: -1.78273 6.83967 -0.84448  0.0005
C: -0.54512 -2.80801 -1.24419  0.0230
C: 3.28102 0.05363 -0.64985  -0.0013
C: 3.74839 0.43734 0.75600  0.0005
C: 0.38023 5.35542 -0.89146  0.0005
C: -2.99055 -2.36784 -0.62581  0.0743
C: -3.67930 -3.38491 0.29034  0.0024
B: -0.03937 -0.53763 0.07305  -0.0332
H: 4.19520 2.50896 2.27380  0.0000
H: 1.56494 2.17438 -0.29560  -0.0126
H: 1.71662 -1.91904 2.58991  0.0012
H: -0.17266 -0.49587 4.91884  -0.0001
H: 2.44818 -0.63925 -0.61235  -0.0048
H: 4.61986 -0.59906 2.47483  0.0001
H: 4.10541 -0.42518 -1.18405  -0.0001
H: -1.70145 -5.37484 -3.91150  0.0000
H: -2.68647 6.76773 -0.23988  0.0000
H: -4.36618 -2.31201 -2.32767  0.0020
H: -2.08035 6.97786 -1.88491  -0.0001
H: 2.96387 0.92358 -1.22284  0.0012
H: 3.72423 -1.64811 1.36251  -0.0001
H: -4.87146 -1.34057 -0.94471  0.0026
H: 1.15177 6.05603 -1.16209  -0.0002
H: 3.51338 -2.44166 -3.13170  0.0000
H: -2.52348 -1.60922 0.00550  0.0112
H: -3.55575 -0.79376 -1.99571  -0.0049
H: -4.29635 -4.07840 -0.28607  0.0001
H: -1.69695 2.07952 1.82593  0.0003
H: 2.07690 -2.48894 -1.15737  0.0003
H: -0.96783 -0.13651 2.57980  -0.0044
H: -4.32014 -2.86230 1.00000  -0.0005
H: -0.78726 1.10254 5.36623  0.0002
H: 5.32277 -1.04393 0.91196  0.0000
H: 2.33991 -3.38980 -4.05792  0.0000
H: -2.47867 4.26353 -0.06356  0.0025
H: 3.71648 -4.26955 -1.35222  0.0001
H: -1.21180 7.71350 -0.53583  -0.0001
H: -2.93937 -3.95845 0.85313  0.0000
H: 2.26090 -4.90360 -0.57707  0.0000
H: -2.83511 1.39058 2.99681  -0.0001
H: 2.81335 3.58610 3.98511  0.0000
H: 2.57800 3.61737 -0.08778  -0.0009
H: -3.35542 -4.18594 -2.54054  -0.0005
H: 2.59243 -5.27922 -2.26961  -0.0001
H: -1.71761 2.67550 3.49278  -0.0002
H: -1.90862 -0.16184 4.83770  0.0000
H: 2.14854 3.06557 -1.71630  -0.0002
H: 4.53707 1.18740 0.64010  0.0000
H: 1.92026 -1.76139 -3.50757  0.0004
H: 0.69639 -4.94897 -3.57150  -0.0001
H: 0.61879 -3.72717 0.89733  -0.0004
H: 0.52987 2.76385 4.42568  0.0000

Record 3
The following is a DFT calculation (the ωB97M-V functional and the def2-TZVPD basis) of a molecular structure, C27H64N2O13Sr.

Spin multiplicity: 1
E_tot in Ha: -2185.3314
Relative energy (zero: lowest compared OMol25 entry of this formula, charge and spin) in kJ/mol: 309.17
Orbital gap in hartree: 0.2005

Each line ends with the Löwdin charge.
Positions of all 107 atoms, in Å:
Sr: -3.44119 -0.18693 2.79665  1.7177
O: -3.10055 0.27745 0.29480  -0.1608
O: -2.26632 0.54081 4.70571  -0.4040
O: 0.65642 -4.50706 -0.03733  -0.1429
O: -1.77969 1.77298 -4.23760  -0.0791
O: -1.04414 -0.28923 2.01022  -0.1928
O: 4.82219 0.13768 -1.48091  -0.0749
O: 1.76197 0.16969 3.51818  -0.1908
O: 1.53210 2.20812 0.06729  -0.0883
O: -4.89655 1.73614 -0.91902  -0.0839
O: 2.91905 -4.19388 2.05570  -0.0694
O: -0.37735 -0.86042 -3.38045  -0.0165
O: 1.75534 -1.45634 -1.53068  -0.0002
O: -1.02299 -2.57412 -6.43625  -0.1132
N: 0.36566 -2.37074 3.48881  0.0639
N: -3.04876 2.39696 2.51715  -0.0228
C: -4.30033 2.95712 -1.15790  -0.3404
C: -0.82531 -0.39756 0.77686  -0.2736
C: 6.14391 1.76965 -0.25530  -0.0840
C: -1.70597 -0.22004 -1.63882  0.0191
C: -0.42539 -1.81163 -7.55008  -0.2510
C: -1.85572 1.88374 4.72369  -0.1664
C: -1.69601 4.06687 3.46935  -0.0655
C: 2.58895 0.95188 2.68153  -0.0938
C: -0.56651 -4.77700 -0.72457  -0.1130
C: -2.17557 0.01039 6.02754  -0.0604
C: 3.90110 -3.47279 1.42947  -0.3466
C: 0.43369 -0.94395 0.21796  -0.0096
C: 1.02907 2.49560 -1.20448  -0.3002
C: -1.85883 2.62660 3.34471  -0.4140
C: 0.58465 -1.09714 -1.13239  -0.3838
C: -2.57677 1.60878 -5.33278  -0.3434
C: -5.50724 3.96346 -1.15008  -0.0656
C: 5.02822 0.71826 -0.19007  -0.3136
C: -0.50149 -0.71882 -2.07660  -0.3357
C: 2.28830 -1.01717 3.98076  -0.2294
C: -0.52682 -2.78334 -8.76669  -0.0963
C: 4.54676 -4.15976 0.18403  -0.0634
C: 1.19821 -1.89801 4.57619  -0.3834
C: 1.81020 -3.18765 5.28577  -0.0428
C: -3.72736 0.78448 -4.77483  -0.0788
C: -2.04378 -0.06572 -0.20376  -0.3125
C: 0.56889 3.96635 -1.20303  -0.0655
H: -0.40090 -5.40556 -1.59954  0.0841
H: -1.27035 -5.14019 0.02430  0.0800
H: 6.29164 2.15525 0.75345  0.0660
H: 0.59875 -1.69046 -7.19715  0.1059
H: -2.00514 4.61726 2.58076  0.0950
H: 2.72775 -1.50759 3.11215  0.1115
H: -1.18987 -2.00747 -5.67950  0.0448
H: -0.02425 -2.46336 -9.67945  0.0615
H: -2.46668 2.47659 5.40439  0.1333
H: 5.43733 -3.61659 -0.13214  0.0713
H: 0.01906 -1.60599 2.92746  0.0095
H: 1.03996 -3.69985 -0.38792  0.0431
H: 3.50691 1.34085 3.12215  0.0962
H: -2.97143 2.57092 1.52525  0.0703
H: -3.67727 3.04532 -2.04791  0.1083
H: 1.19592 -1.12345 0.96172  0.0953
H: -3.30295 -0.18744 -4.52315  0.0672
H: 7.11779 1.44083 -0.61798  0.0704
H: -0.87627 -3.78933 -1.06612  0.0705
H: -0.35812 4.17062 -0.66728  0.0522
H: 0.65258 -1.33912 5.33647  0.1178
H: -2.45904 -0.02087 -2.38690  0.0892
H: -1.16849 0.13284 6.42616  0.1010
H: 1.32200 4.61570 -0.75664  0.0691
H: -4.14657 1.17509 -0.70844  0.0079
H: -2.90490 0.53454 6.64515  0.1000
H: 3.98138 -0.32552 -1.47253  0.0497
H: -1.01174 2.21365 2.79698  0.1416
H: -1.54791 -2.97194 -9.09820  0.0626
H: -3.86418 2.91050 2.81958  0.0969
H: 1.75470 2.20326 -1.96349  0.1188
H: 4.91824 -5.17283 0.33829  0.0644
H: 0.92706 -3.69753 5.67072  0.0614
H: 5.37508 -0.02916 0.52347  0.0992
H: -1.63449 0.91400 -3.83428  0.0196
H: 0.98468 -2.79684 2.81400  0.0487
H: -0.71712 4.44444 3.76485  0.0988
H: 4.73829 -3.16936 2.05806  0.1108
H: 2.14217 -4.12643 1.49578  0.0456
H: 0.24862 1.81308 -1.54090  0.0934
H: -6.03642 3.89522 -2.10056  0.0743
H: -2.12062 1.07464 -6.16628  0.0984
H: -6.06643 3.86751 -0.21938  0.0654
H: 0.31803 4.35084 -2.19163  0.0700
H: 4.08660 1.15495 0.14274  0.0829
H: -2.38460 4.46445 4.21492  0.0872
H: -3.60490 3.25702 -0.37398  0.0817
H: -0.91728 -0.87156 -7.79990  0.0935
H: 2.45737 -3.02344 6.14734  0.0658
H: 2.70631 0.55599 1.67277  0.0599
H: -4.14415 1.27384 -3.89454  0.0696
H: -0.16572 -3.78208 -8.52126  0.0660
H: 2.05529 1.89738 2.58483  0.0824
H: -4.42748 0.46402 -5.54635  0.0728
H: 3.05129 -0.78146 4.72264  0.1283
H: -2.38774 -1.05653 6.09667  0.1038
H: -5.05649 4.94969 -1.03934  0.0603
H: 2.30015 -3.90411 4.62643  0.0630
H: 3.76545 -4.39430 -0.53891  0.0662
H: 1.35955 1.28344 0.25909  0.0304
H: 3.38516 -2.57513 1.08873  0.0889
H: 5.84384 2.56638 -0.93595  0.0707
H: -0.81703 1.83050 5.04987  0.1458
H: -2.84633 2.56151 -5.78856  0.1115

Record 4
The following is a DFT calculation (the ωB97M-V functional and the def2-TZVPD basis) of a molecular structure, C18H17N3RuSTe.

Spin multiplicity: 1
E_tot in Ha: -1620.8868
Orbital gap (alpha / beta) in hartree: 0.2081 / 0.2124
Net charge: +2

Each line ends with the Löwdin charge.
Positions of all 41 atoms, in Å:
Te: -0.05328 0.30558 -2.56800  1.0834
Ru: 0.79052 0.57760 -0.16203  0.5991
S: 2.86453 1.64694 -0.44745  0.6480
N: 5.05107 2.10038 -1.79909  0.1568
N: 4.89158 -0.01916 -0.92369  0.1607
N: -0.19290 1.58337 1.36213  -0.0546
C: -1.46464 2.83787 3.43424  0.0078
C: -3.45691 -2.39379 -2.77565  -0.0559
C: 1.24456 -3.00486 2.12510  -0.0453
C: 0.05924 -0.49089 2.44170  -0.1769
C: -4.27122 -1.79036 -3.72858  -0.0336
C: -0.45431 0.88493 2.48947  -0.1951
C: -1.10615 1.50185 3.54328  0.0384
C: -0.00722 -1.42594 3.46380  0.0084
C: -3.94066 -0.54589 -4.25341  -0.0508
C: 0.71764 -0.84026 1.24909  -0.2186
C: -2.29869 -1.76661 -2.35523  -0.1466
C: 1.31239 -2.08162 1.08743  -0.0905
C: -2.77744 0.08776 -3.85438  -0.1495
C: -0.52038 2.87801 1.25290  -0.0847
C: -1.16074 3.54416 2.27699  -0.0116
C: 0.58369 -2.67409 3.30064  -0.0240
C: -1.95571 -0.53647 -2.91851  -0.6219
C: 4.38632 1.18649 -1.12214  -0.8025
H: -0.25780 3.37318 0.32794  0.1195
H: -3.72821 -3.35905 -2.37012  0.1189
H: 5.98324 1.93729 -2.15189  0.1465
H: -0.50077 -1.18745 4.39706  0.1240
H: 4.64864 3.01127 -1.95568  0.1244
H: 1.81614 -2.34056 0.16352  0.1003
H: 4.40841 -0.68200 -0.34276  0.1156
H: 5.80788 -0.27364 -1.26340  0.1427
H: -1.97578 3.33231 4.24930  0.1326
H: 1.70774 -3.97615 2.01678  0.1212
H: -1.41425 4.58866 2.17176  0.1266
H: -4.59344 -0.07482 -4.97516  0.1212
H: -5.17312 -2.28907 -4.05641  0.1217
H: -2.51784 1.05632 -4.26312  0.0985
H: -1.66181 -2.22818 -1.61212  0.0927
H: -1.32423 0.94504 4.44318  0.1278
H: 0.53394 -3.39817 4.10250  0.1254

Record 5
The following is a DFT calculation (the ωB97M-V functional and the def2-TZVPD basis) of 2 unconnected molecules or ions with the total composition C14H11Cl2F4NO2S.

Spin multiplicity: 1
E_tot in Ha: -2463.3051
Relative energy (zero: lowest compared OMol25 entry of this formula, charge and spin) in kJ/mol: 0.00
Orbital gap in hartree: 0.3671
Structure (SMILES): Cc1ccc([C@H](F)S(=O)(=O)C(F)(F)F)cc1.Clc1cccc(Cl)n1

Each line ends with the Löwdin charge.
Positions of all 35 atoms, in Å:
Cl: 3.63111 -1.23018 -1.68991  0.7596
Cl: -1.31816 -1.60171 -1.54279  0.7376
S: 2.06874 0.51659 1.85921  0.7372
F: 1.05375 0.27468 -0.65709  -0.0883
F: 3.73116 1.37790 -0.01619  0.0811
F: 3.37849 2.85351 1.47246  0.1360
F: 4.61684 1.12267 2.01630  0.1365
O: 2.37216 -0.82264 1.63037  -0.2312
O: 1.66188 1.03308 3.13103  -0.2477
N: 1.18449 -1.78489 -1.83702  -0.0083
C: 2.49479 -3.24923 -3.19815  -0.0685
C: 2.36478 -2.18265 -2.29405  -0.7331
C: 3.53305 1.52891 1.32233  -0.6278
C: -2.64070 2.24603 0.39490  -0.0158
C: -3.22278 1.54298 1.46735  -0.2623
C: -4.68291 1.71037 1.78693  -0.0569
C: -1.08945 0.51340 1.97096  -0.0278
C: -2.42745 0.72095 2.25505  -0.0327
C: 0.05690 -3.43455 -3.12511  -0.0709
C: 0.96278 1.09785 0.51376  -0.2454
C: 1.29931 -3.86899 -3.59245  -0.0687
C: -0.52767 1.19183 0.89456  -0.2048
C: 0.04906 -2.35132 -2.21788  -0.7337
C: -1.28593 2.03719 0.11067  -0.0350
H: -0.83424 2.58719 -0.69882  0.1184
H: 1.35852 -4.71227 -4.27585  0.1088
H: 3.46412 -3.55718 -3.58081  0.1044
H: -3.24271 2.93531 -0.19813  0.1171
H: -2.86281 0.20472 3.11923  0.1211
H: -5.39738 1.45263 1.01228  0.0775
H: -4.91742 2.73364 2.08232  0.0821
H: 1.48416 2.05493 0.12975  0.1567
H: -4.99311 1.08224 2.62417  0.0731
H: -0.84738 -3.91748 -3.48468  0.1031
H: -0.47599 -0.10550 2.61530  0.1086